(1)
One molecule with the formula C6H8N2O2 at a distorted geometry, computed with the ωB97M-V functional and the def2-TZVPD basis.

Structure (XYZ):
```
18
Properties=species:S:1:pos:R:3
C 0.569 3.259 -0.524
C 1.509 2.093 -0.249
N 0.823 0.813 -0.187
C 0.266 0.339 0.937
O 0.232 0.933 2.010
C -0.341 -0.988 0.800
C -0.868 -2.074 0.711
C -1.497 -3.390 0.626
N -1.873 -3.785 -0.597
H 0.069 3.137 -1.495
H -0.199 3.334 0.257
H 1.137 4.199 -0.543
H 2.269 2.015 -1.037
H 2.035 2.238 0.703
H 0.729 0.271 -1.036
O -0.918 -4.358 1.190
H -2.483 -3.156 -1.105
H -1.458 -4.881 -0.461
```

Output
* Kohn-Sham gap: 0.36280 Eh
* structure (SMILES): CCNC(=O)C#CC(N)=O
* relative energy (zero: lowest compared OMol25 entry of this formula, charge and spin): 357.7 kJ/mol
* charge: 0
* HOMO: -10.055 eV
* electronic energy: -493.31063 a.u.

Computed Mulliken charges, given in elementary charges: atom 1 (C): -1.0268, atom 2 (C): -0.4425, atom 3 (N): -0.1647, atom 4 (C): 0.4536, atom 5 (O): -0.5904, atom 6 (C): 0.0395, atom 7 (C): 0.0272, atom 8 (C): 0.4075, atom 9 (N): -0.4607, atom 10 (H): 0.2809, atom 11 (H): 0.3090, atom 12 (H): 0.3312, atom 13 (H): 0.3468, atom 14 (H): 0.2878, atom 15 (H): 0.2396, atom 16 (O): -0.6274, atom 17 (H): 0.2308, atom 18 (H): 0.3589



(2)
A 7-piece molecular cluster, C4H23NO7 overall at a distorted geometry, computed with the ωB97M-V functional and the def2-TZVPD basis.

Structure (XYZ):
```
35
Properties=species:S:1:pos:R:3
O 2.692 16.290 8.883
H 2.285 15.637 8.314
H 1.961 16.683 9.359
O 5.064 17.259 10.780
H 4.284 17.277 10.225
H 5.233 16.328 10.927
O 3.852 19.544 11.583
H 4.456 20.198 11.936
H 4.414 18.816 11.319
O 4.421 17.428 6.695
H 5.349 17.199 6.756
H 4.115 17.432 7.601
O 1.258 17.916 10.588
H 2.062 18.343 10.884
H 0.553 18.459 10.941
O 7.847 18.344 11.774
H 6.903 18.255 11.650
H 8.213 18.273 10.892
C 7.096 14.020 12.576
C 5.632 13.851 12.642
C 5.143 13.422 11.242
O 5.597 14.373 10.251
C 5.333 13.926 8.908
N 5.259 12.961 13.732
H 7.492 13.213 11.960
H 7.568 13.891 13.550
H 7.450 14.942 12.114
H 5.264 14.825 12.965
H 4.068 13.598 11.223
H 5.488 12.401 11.078
H 4.437 13.312 8.818
H 6.270 13.440 8.636
H 5.107 14.709 8.185
H 5.535 13.261 14.656
H 4.314 12.606 13.761
```

Output
* Kohn-Sham gap: 0.35018 Eh
* structure (SMILES): COC[C@H](C)N.O.O.O.O.O.O
* relative energy (zero: lowest compared OMol25 entry of this formula, charge and spin): 148.2 kJ/mol
* charge: 0
* HOMO: -9.115 eV
* electronic energy: -747.59897 a.u.

Computed Mulliken charges, given in elementary charges: atom 1 (O): -0.5033, atom 2 (H): 0.2706, atom 3 (H): 0.2859, atom 4 (O): -0.6633, atom 5 (H): 0.1268, atom 6 (H): 0.3491, atom 7 (O): -0.6578, atom 8 (H): 0.3345, atom 9 (H): 0.4793, atom 10 (O): -0.6481, atom 11 (H): 0.3084, atom 12 (H): 0.3301, atom 13 (O): -0.6403, atom 14 (H): 0.3183, atom 15 (H): 0.2935, atom 16 (O): -0.6408, atom 17 (H): 0.2990, atom 18 (H): 0.3160, atom 19 (C): -1.4051, atom 20 (C): 0.7513, atom 21 (C): -0.7896, atom 22 (O): -0.2276, atom 23 (C): -0.8079, atom 24 (N): -0.7185, atom 25 (H): 0.3063, atom 26 (H): 0.4181, atom 27 (H): 0.2887, atom 28 (H): 0.2004, atom 29 (H): 0.3852, atom 30 (H): 0.4285, atom 31 (H): 0.3769, atom 32 (H): 0.3024, atom 33 (H): 0.1316, atom 34 (H): 0.2187, atom 35 (H): 0.1827



(3)
One molecule with the formula C20H20N2O6S at a distorted geometry, computed with the ωB97M-V functional and the def2-TZVPD basis.

Structure (XYZ):
```
49
Properties=species:S:1:pos:R:3
C 2.124 -6.821 4.568
C 1.933 -6.319 3.144
H 0.915 -6.502 2.793
H 2.653 -6.801 2.474
O 2.102 -4.904 3.062
C 3.357 -4.452 2.954
O 4.339 -5.154 2.907
C 3.399 -2.991 2.880
C 4.478 -2.155 2.709
C 3.958 -0.847 2.687
C 2.604 -0.971 2.852
O 2.263 -2.264 2.968
C 1.510 0.048 2.875
N 0.703 -0.031 1.677
C 0.771 0.894 0.696
O 1.426 1.914 0.761
C -0.070 0.544 -0.476
N -0.696 -0.605 -0.573
O -1.358 -0.606 -1.745
C -1.140 0.555 -2.380
C -0.315 1.338 -1.623
H 0.064 2.317 -1.821
C -1.790 0.760 -3.709
H -1.282 0.145 -4.463
H -2.836 0.435 -3.654
O -1.663 2.073 -4.192
C -2.071 3.165 -3.481
C -1.561 4.364 -3.993
C -1.858 5.582 -3.424
C -2.670 5.638 -2.302
C -3.184 4.466 -1.789
C -2.917 3.233 -2.374
S -3.743 1.830 -1.616
C -5.430 2.165 -2.215
H -6.059 1.381 -1.806
H -5.761 3.137 -1.861
H -5.443 2.131 -3.301
H -3.815 4.487 -0.912
H -2.897 6.581 -1.831
H -1.446 6.486 -3.846
H -0.920 4.293 -4.858
H 0.181 -0.876 1.496
H 0.872 -0.111 3.750
H 1.942 1.051 2.903
H 4.504 0.066 2.565
H 5.499 -2.461 2.610
H 1.441 -6.310 5.242
H 1.929 -7.889 4.606
H 3.145 -6.638 4.892
```

Output
* Kohn-Sham gap: 0.34144 Eh
* structure (SMILES): CCOC(=O)c1ccc(CNC(=O)c2cc(COc3ccccc3SC)on2)o1
* relative energy (zero: lowest compared OMol25 entry of this formula, charge and spin): 283.6 kJ/mol
* charge: 0
* HOMO: -8.690 eV
* electronic energy: -1733.22285 a.u.

Computed Mulliken charges, given in elementary charges: atom 1 (C): -1.1136, atom 2 (C): -0.2138, atom 3 (H): 0.2973, atom 4 (H): 0.3229, atom 5 (O): -0.3280, atom 6 (C): 0.2688, atom 7 (O): -0.6110, atom 8 (C): 0.3195, atom 9 (C): -0.4375, atom 10 (C): -0.5879, atom 11 (C): 0.6204, atom 12 (O): -0.3188, atom 13 (C): -0.9943, atom 14 (N): -0.1539, atom 15 (C): 0.1620, atom 16 (O): -0.6921, atom 17 (C): 0.6339, atom 18 (N): -0.5594, atom 19 (O): -0.1552, atom 20 (C): -0.1164, atom 21 (C): 0.1644, atom 22 (H): 0.5543, atom 23 (C): -0.6959, atom 24 (H): 0.4086, atom 25 (H): 0.3769, atom 26 (O): -0.4450, atom 27 (C): 0.1363, atom 28 (C): -0.5325, atom 29 (C): -0.4809, atom 30 (C): -0.6842, atom 31 (C): -0.4322, atom 32 (C): 0.4571, atom 33 (S): 0.0350, atom 34 (C): -0.9032, atom 35 (H): 0.3649, atom 36 (H): 0.3266, atom 37 (H): 0.2755, atom 38 (H): 0.5173, atom 39 (H): 0.3850, atom 40 (H): 0.3867, atom 41 (H): 0.4286, atom 42 (H): 0.3185, atom 43 (H): 0.2932, atom 44 (H): 0.3968, atom 45 (H): 0.5071, atom 46 (H): 0.5087, atom 47 (H): 0.2996, atom 48 (H): 0.3772, atom 49 (H): 0.3129



(4)
One molecule with the formula C22H22N4O3 at a distorted geometry, computed with the ωB97M-V functional and the def2-TZVPD basis.

Structure (XYZ):
```
51
Properties=species:S:1:pos:R:3
C 2.094 1.624 -0.726
C 0.566 1.074 -0.817
C 2.951 0.662 -1.639
C 3.546 -0.452 -0.795
C 3.009 -1.358 0.042
C 4.983 -0.567 -0.390
C 5.042 -1.534 0.710
C 6.162 0.068 -0.748
C 6.252 -1.621 1.430
C 7.414 -0.105 -0.126
C 7.410 -0.971 1.011
C -1.665 1.341 0.149
C -2.430 2.644 -0.115
C -2.202 0.635 1.462
C -3.670 -0.033 1.049
C -4.750 0.318 1.923
C -4.187 -0.922 0.124
C -5.560 -1.199 0.426
C -3.654 -1.693 -0.926
C -6.414 -1.977 -0.304
C -4.327 -2.609 -1.646
C -5.820 -2.822 -1.330
H 2.567 0.924 1.256
H 3.405 2.182 0.644
H 2.010 2.635 -1.182
H 2.156 0.469 -2.349
H 3.723 1.199 -2.105
H 1.910 -1.777 0.096
H 3.583 -3.005 1.230
H 6.074 0.805 -1.626
H 6.412 -2.361 2.284
H 8.325 0.213 -0.670
H 8.281 -1.347 1.533
H 0.232 2.012 0.899
H -1.801 0.693 -0.751
H -1.500 -0.281 1.686
H -2.257 1.218 2.350
H -4.714 0.949 2.826
H -6.722 -0.581 1.990
H -2.735 -1.253 -1.476
H -7.497 -2.004 -0.222
H -3.853 -3.181 -2.373
H -6.408 -3.599 -1.796
H -0.998 3.215 -1.239
N 2.493 1.775 0.673
N 3.772 -2.029 0.999
N -0.184 1.416 0.216
N -5.880 -0.350 1.424
O 0.250 0.340 -1.772
O -3.461 2.849 0.493
O -1.801 3.582 -0.819
```

Output
* Kohn-Sham gap: 0.29756 Eh
* structure (SMILES): N[C@@H](Cc1c[nH]c2ccccc12)C(=O)N[C@@H](Cc1c[nH]c2ccccc12)C(=O)O
* relative energy (zero: lowest compared OMol25 entry of this formula, charge and spin): 442.1 kJ/mol
* charge: 0
* HOMO: -7.555 eV
* electronic energy: -1296.20949 a.u.

Computed Mulliken charges, given in elementary charges: atom 1 (C): 0.1294, atom 2 (C): 0.3119, atom 3 (C): -1.0179, atom 4 (C): -0.0859, atom 5 (C): -0.0748, atom 6 (C): 0.7454, atom 7 (C): -0.4707, atom 8 (C): 0.0852, atom 9 (C): -0.6274, atom 10 (C): -0.8032, atom 11 (C): -0.2719, atom 12 (C): -0.1744, atom 13 (C): 0.5496, atom 14 (C): -0.6339, atom 15 (C): 0.4933, atom 16 (C): -1.1167, atom 17 (C): 1.2261, atom 18 (C): -0.3872, atom 19 (C): -0.1134, atom 20 (C): -0.6829, atom 21 (C): -0.7863, atom 22 (C): -0.5598, atom 23 (H): 0.2379, atom 24 (H): 0.2898, atom 25 (H): 0.4889, atom 26 (H): 0.4107, atom 27 (H): 0.4589, atom 28 (H): 0.3088, atom 29 (H): 0.3186, atom 30 (H): 0.1547, atom 31 (H): 0.2280, atom 32 (H): 0.3202, atom 33 (H): 0.3405, atom 34 (H): 0.2923, atom 35 (H): 0.2201, atom 36 (H): 0.2519, atom 37 (H): 0.4436, atom 38 (H): 0.3768, atom 39 (H): 0.2864, atom 40 (H): 0.0485, atom 41 (H): 0.3566, atom 42 (H): 0.4969, atom 43 (H): 0.3909, atom 44 (H): 0.3440, atom 45 (N): -0.7333, atom 46 (N): -0.1590, atom 47 (N): -0.0479, atom 48 (N): -0.1030, atom 49 (O): -0.7315, atom 50 (O): -0.5182, atom 51 (O): -0.5062



(5)
C23H27KN5OSi as an isolated structure at a distorted geometry, computed with the ωB97M-V functional and the def2-TZVPD basis.

Structure (XYZ):
```
58
Properties=species:S:1:pos:R:3
K 0.403 -0.772 0.710
C 2.837 3.677 0.237
C 2.077 2.423 -0.102
N 1.059 2.026 0.530
N 0.610 2.766 1.586
C -0.221 2.086 2.407
O -0.651 0.928 2.297
C -0.641 2.953 3.630
C -1.984 2.780 4.016
C -2.464 3.511 5.115
C -1.695 4.413 5.769
C -0.365 4.630 5.398
C 0.116 3.977 4.269
C 2.487 1.556 -1.271
C 3.500 2.000 -2.070
C 3.956 1.188 -3.102
C 3.428 -0.071 -3.303
C 2.417 -0.423 -2.392
N 1.918 0.390 -1.440
H 3.893 3.542 0.468
H 2.364 4.017 1.118
H 2.622 4.464 -0.444
H -2.625 2.012 3.595
H -3.523 3.361 5.397
H -2.158 4.932 6.615
H 0.204 5.334 5.944
H 1.119 4.171 3.931
H 3.977 2.955 -1.852
H 4.731 1.500 -3.770
H 3.740 -0.735 -4.088
H 2.030 -1.452 -2.285
C -3.638 0.386 0.572
C -3.266 -0.587 -0.555
C -4.008 -0.764 -1.707
C -3.458 -1.598 -2.667
C -2.321 -2.297 -2.390
C -1.562 -2.082 -1.235
N -2.104 -1.192 -0.338
N -0.468 -2.692 -0.833
Si 0.288 -4.000 -1.455
C 1.868 -4.312 -0.413
C 0.990 -3.923 -3.231
C -0.757 -5.592 -1.350
H -3.456 -0.107 1.514
H -4.667 0.635 0.438
H -3.034 1.307 0.567
H -4.855 -0.138 -1.882
H -3.992 -1.850 -3.596
H -1.919 -3.021 -3.057
H 2.671 -3.503 -0.457
H 2.397 -5.214 -0.693
H 1.494 -4.385 0.657
H 0.479 -4.505 -3.992
H 2.031 -4.326 -3.048
H 1.086 -2.893 -3.609
H -0.163 -6.503 -1.195
H -1.259 -5.626 -2.372
H -1.538 -5.360 -0.583
```

Output
* Kohn-Sham gap: 0.23923 Eh
* relative energy (zero: lowest compared OMol25 entry of this formula, charge and spin): 23.5 kJ/mol
* charge: -1
* HOMO: -4.117 eV
* electronic energy: -2131.20846 a.u.

Computed Mulliken charges, given in elementary charges: atom 1 (K): 0.9329, atom 2 (C): -1.3807, atom 3 (C): 0.5129, atom 4 (N): 0.2155, atom 5 (N): -1.0107, atom 6 (C): 0.2030, atom 7 (O): -0.7371, atom 8 (C): 0.3771, atom 9 (C): -0.4722, atom 10 (C): -0.4298, atom 11 (C): -0.2755, atom 12 (C): -0.6986, atom 13 (C): -0.0647, atom 14 (C): 0.5429, atom 15 (C): -0.7863, atom 16 (C): -0.3782, atom 17 (C): -0.8581, atom 18 (C): 0.1124, atom 19 (N): 0.0554, atom 20 (H): 0.3252, atom 21 (H): 0.3476, atom 22 (H): 0.3287, atom 23 (H): 0.3177, atom 24 (H): 0.2923, atom 25 (H): 0.3147, atom 26 (H): 0.4038, atom 27 (H): 0.3686, atom 28 (H): 0.3247, atom 29 (H): 0.3957, atom 30 (H): 0.4417, atom 31 (H): 0.1183, atom 32 (C): -1.2746, atom 33 (C): 0.5006, atom 34 (C): -0.6428, atom 35 (C): -0.6498, atom 36 (C): -0.1595, atom 37 (C): 0.4399, atom 38 (N): -0.2045, atom 39 (N): -0.1948, atom 40 (Si): 0.1455, atom 41 (C): -1.1363, atom 42 (C): -1.2574, atom 43 (C): -1.0786, atom 44 (H): 0.3029, atom 45 (H): 0.4490, atom 46 (H): 0.1613, atom 47 (H): 0.3608, atom 48 (H): 0.3404, atom 49 (H): 0.3151, atom 50 (H): 0.2504, atom 51 (H): 0.3612, atom 52 (H): 0.2278, atom 53 (H): 0.4295, atom 54 (H): 0.3202, atom 55 (H): 0.3210, atom 56 (H): 0.3085, atom 57 (H): 0.2560, atom 58 (H): 0.2691



(6)
C3H4OZn as an isolated structure at a distorted geometry, computed with the ωB97M-V functional and the def2-TZVPD basis.

Structure (XYZ):
```
9
Properties=species:S:1:pos:R:3
C -0.738 1.012 0.105
C -0.999 -0.410 0.080
C 0.366 -0.344 -0.357
O 1.468 -0.620 0.118
Zn 3.148 -0.481 -0.318
H -0.683 1.535 1.062
H -0.802 1.620 -0.800
H -1.265 -0.954 0.988
H -0.494 -1.357 -0.878
```

Output
* Kohn-Sham gap (spin up / spin down): 0.19586 / 0.19613 Eh
* charge: +2
* HOMO (spin up / spin down): -18.219 / -18.227 eV
* electronic energy: -1970.25126 a.u.

Computed Mulliken charges, given in elementary charges: atom 1 (C): -0.3519, atom 2 (C): -0.2079, atom 3 (C): 0.7685, atom 4 (O): -0.5328, atom 5 (Zn): 1.0246, atom 6 (H): 0.3272, atom 7 (H): 0.3446, atom 8 (H): 0.3051, atom 9 (H): 0.3226